69
Properties=species:S:1:pos:R:3:forces:R:3 method="wB97M-V/def2-TZVPD" multiplicity=2 s2=0.763 e_lumo_ev="-8.47 / -8.13" charge=+2 gap_ev="5.48 / 5.79" relative_energy_kcal_mol=6.71 total_energy_ev=-51922.172
Re -0.321546 0.807573 -0.248951 0.24 -0.24 1.60
N 4.605335 -8.236398 -0.938664 -0.06 0.06 0.00
C 4.019112 -7.251354 -0.868270 0.14 -0.23 -0.02
C 3.308924 -6.010476 -0.772096 -0.09 0.21 0.01
C 2.217381 -5.897441 0.086217 0.04 -0.02 -0.01
C 1.547376 -4.690683 0.191611 -0.06 0.05 0.00
C 1.975352 -3.590996 -0.545565 0.04 -0.08 0.05
C 3.067965 -3.706165 -1.401251 0.03 0.04 0.01
C 3.728819 -4.914911 -1.525869 -0.04 -0.05 0.07
C 1.271983 -2.285222 -0.437706 -0.36 -0.20 -0.24
C 0.051076 -2.154510 -1.089510 0.28 -0.03 0.04
C -0.605435 -3.128813 -1.875409 -0.19 0.06 -0.03
C -1.720516 -2.527124 -2.434232 0.10 -0.12 0.02
C -1.716961 -1.204701 -1.991635 0.03 -0.09 -0.08
N -0.675990 -0.963964 -1.172804 -0.18 0.18 0.15
C 1.907900 -1.267215 0.281608 0.43 0.02 0.45
C 3.090989 -1.378952 1.029287 -0.37 -0.19 -0.31
C 3.339278 -0.141495 1.621686 -0.24 0.53 -0.01
C 2.317694 0.700448 1.216260 0.77 0.05 0.42
N 1.434348 0.043546 0.420981 -1.50 0.43 -1.10
H 1.903505 -6.753102 0.668058 -0.01 0.01 0.00
H 0.699185 -4.598070 0.858607 0.00 -0.02 0.00
H 3.399521 -2.850950 -1.977247 -0.01 -0.01 0.00
H 4.570615 -5.016494 -2.196402 0.01 0.01 0.01
H -0.287727 -4.151287 -1.999650 0.05 0.02 -0.03
H -2.446902 -2.976576 -3.090531 0.01 0.01 0.00
H -2.406408 -0.419664 -2.265674 0.03 -0.01 0.07
H 3.679316 -2.277201 1.129337 0.00 0.00 -0.03
H 4.153992 0.132930 2.270943 0.02 -0.06 -0.01
H 2.192765 1.738482 1.479980 -0.08 -0.01 -0.10
O -0.021736 2.700336 0.699385 0.00 -0.41 -0.10
C -0.225216 2.996437 1.894101 0.03 0.26 0.10
C -0.743194 2.144284 2.907763 -0.14 -0.55 -0.26
C -0.774382 2.633428 4.224618 0.03 0.15 0.10
C -1.277528 1.856797 5.229363 0.00 -0.13 -0.24
C -1.823275 0.597534 4.963537 0.02 0.22 0.21
C -1.810811 0.104941 3.681590 0.09 -0.17 -0.58
C -1.240944 0.837937 2.628013 -0.02 0.63 1.06
O -1.206988 0.284871 1.430961 0.57 0.20 -2.28
N -1.242362 2.367170 6.615306 -0.11 0.10 0.12
O -0.775823 3.475179 6.777442 -0.06 -0.21 -0.03
O -1.685475 1.636308 7.471650 0.07 0.09 -0.09
H 0.011617 4.020500 2.201344 0.07 -0.01 -0.11
H -0.393683 3.619918 4.457932 0.01 0.00 0.01
H -2.258243 0.029222 5.774614 0.05 -0.01 0.02
H -2.221836 -0.869162 3.451223 0.00 0.00 0.05
C 2.385718 2.604873 -2.578460 0.05 -0.13 0.21
C 1.076255 2.020981 -2.952486 0.29 0.18 -0.29
C 0.611563 2.155717 -4.357440 -0.21 -0.08 0.05
O 0.365354 1.420673 -2.133954 -0.52 -0.12 0.87
H 2.508916 3.584108 -3.041275 -0.02 0.01 -0.01
H 3.172437 1.968605 -2.997795 -0.01 -0.01 -0.02
H 2.516041 2.662710 -1.499851 -0.02 0.00 -0.02
H 0.307662 3.195531 -4.518169 0.04 0.02 0.02
H -0.232891 1.502168 -4.562603 0.02 0.00 0.02
H 1.422533 1.961695 -5.059712 0.06 0.02 0.06
C -4.469463 2.282098 -1.336386 0.22 0.05 0.00
C -3.665685 3.587512 -1.377880 0.02 -0.20 0.05
C -2.229976 3.092180 -1.511440 -0.16 0.46 -0.17
O -2.227846 1.749012 -0.944181 0.90 -0.42 0.24
C -3.569788 1.402545 -0.492803 -0.46 -0.05 0.06
H -4.579691 1.863575 -2.337770 -0.05 -0.01 0.00
H -5.454062 2.401532 -0.891833 -0.02 -0.01 -0.01
H -3.793681 4.136896 -0.444969 -0.01 0.03 -0.01
H -3.945936 4.237387 -2.202716 0.00 0.01 0.00
H -1.510378 3.710679 -0.976340 0.02 -0.11 0.04
H -1.924574 3.009314 -2.556031 -0.01 -0.12 0.04
H -3.660937 1.653124 0.566975 0.12 -0.05 0.00
H -3.712640 0.332140 -0.624804 0.08 0.02 0.00

28
Properties=species:S:1:pos:R:3:forces:R:3 method="wB97M-V/def2-TZVPD" e_lumo_ev="2.90 / 2.90" charge=-1 gap_ev="4.40 / 4.40" relative_energy_kcal_mol=95.28 total_energy_ev=-42244.440
Al -1.037870 0.185524 -1.438409 -4.58 3.82 -1.88
Cl -0.575115 2.342911 -0.984376 0.45 0.64 0.75
Cl -3.177406 -0.556854 -1.404067 -0.53 -1.22 0.98
C -1.404331 0.508089 -3.274674 2.38 -1.15 -0.53
H -1.440981 -0.483932 -3.853194 -0.14 1.08 0.22
H -0.479070 1.067685 -3.595232 -0.36 -0.17 -0.59
C 0.168789 -1.220259 0.591385 -0.44 0.15 3.98
C 0.472867 -0.901949 -0.612146 0.80 -0.51 -4.47
H -0.771654 -1.681737 0.926207 0.57 -0.17 -0.59
C 1.655978 -0.084111 -1.047258 0.96 0.74 -0.20
H -0.169286 -1.181647 -1.572675 1.78 -1.51 1.28
C 2.785319 -0.210519 -0.045707 -0.05 -0.25 0.37
H 1.974665 -0.339467 -2.057850 -0.16 -0.35 -0.05
H 1.428014 0.993504 -1.124781 -0.23 -0.46 0.05
C 2.230683 0.151622 1.334972 0.42 0.16 0.15
H 3.102142 -1.257652 -0.044181 0.28 -0.03 0.13
H 3.652807 0.418559 -0.301911 -0.35 -0.19 0.02
C 1.058388 -0.724518 1.735028 -0.95 -0.98 0.77
H 3.008690 0.069272 2.105389 -0.09 0.05 -0.12
H 1.905673 1.194783 1.333966 0.02 0.03 -0.16
H 1.409983 -1.647307 2.267776 -0.19 0.64 -0.31
H 0.392763 -0.196046 2.465552 0.51 -0.40 -0.50
C -3.009997 0.431932 1.528295 -0.65 -0.31 0.12
O -1.786055 0.594233 0.846460 0.65 1.06 1.18
H -2.881104 -0.169724 2.436680 0.04 0.18 0.11
H -3.659009 -0.110966 0.847609 -0.08 -0.02 0.06
H -3.493654 1.388373 1.762133 0.23 -0.08 0.03
H -1.361229 1.420201 1.175009 -0.27 -0.74 -0.79

113
Properties=species:S:1:pos:R:3:forces:R:3 method="wB97M-V/def2-TZVPD" multiplicity=3 s2=2.039 e_lumo_ev="3.51 / 3.51" charge=-2 gap_ev="3.17 / 5.70" relative_energy_kcal_mol=8.29 total_energy_ev=-85351.489
Pt -0.790255 -0.837540 -0.915926 -0.48 2.07 0.84
C 1.211535 -1.493955 -4.300954 -0.77 -0.24 -0.96
C 1.917707 -0.504831 -3.352262 -0.90 -0.82 0.02
C 2.790562 0.420073 -4.205656 -0.07 0.81 0.32
C 2.647388 -1.373758 -2.292079 -1.06 0.74 0.33
C 3.702263 -2.166471 -2.709407 0.61 -0.62 0.87
C 4.368083 -3.004634 -1.802457 -0.34 -0.43 0.67
C 3.924623 -3.105220 -0.466723 0.43 0.03 -0.28
C 2.909744 -2.258780 0.000930 -0.22 0.85 0.37
C 2.754056 -2.222913 1.553830 -1.15 0.61 -0.20
C 3.619975 -1.202784 2.393400 -0.94 -0.42 -0.50
C 1.292110 -2.059404 2.021789 -0.09 -0.54 0.23
C 2.196645 -1.416115 -0.935453 2.25 -1.02 -0.19
N 1.185882 -0.544684 -0.557724 -1.04 0.11 0.12
C 1.464649 0.757598 -0.366234 2.07 -1.47 0.46
C 0.426566 1.681697 -0.328987 -2.59 1.60 -0.31
N -0.797821 1.248275 -0.762129 1.24 -0.75 0.13
C -1.863616 2.079694 -1.155671 -0.68 0.82 1.01
C -1.792193 2.775003 -2.392971 0.45 -0.05 -0.96
C -2.966015 3.256616 -2.941679 -1.38 0.42 1.22
C -4.195621 3.222219 -2.206078 1.51 0.16 -1.48
C -4.195833 2.810274 -0.906983 1.76 -0.25 -0.25
C -3.024447 2.255059 -0.324729 0.01 0.05 -1.86
C -3.262979 1.780361 1.069892 1.55 -0.48 0.65
C -2.044534 1.647733 2.006748 0.04 2.19 0.07
C -4.000590 0.464729 1.065727 -1.47 -0.99 0.33
C -0.495279 2.914437 -3.277153 -0.32 -0.41 0.21
C -0.027381 4.368524 -3.414315 -0.80 1.10 1.31
C -0.815094 2.298019 -4.699680 -0.52 -0.48 0.99
C 0.896478 2.931036 0.214815 0.25 -1.42 -0.31
C 0.352078 4.172524 0.471768 1.23 1.88 1.10
C 1.201757 5.106861 1.136119 0.19 -0.73 -0.19
C 2.547473 4.846542 1.478683 -0.35 -0.19 0.01
C 3.138506 3.565489 1.175036 -0.27 0.81 -0.45
C 4.515038 3.200639 1.271875 -0.16 0.54 -0.36
C 4.947623 2.028136 0.615132 0.69 0.58 1.04
C 4.035941 1.116649 0.097333 1.99 -1.74 -0.94
C 2.684185 1.398872 0.035391 -0.88 0.50 0.67
C 2.264421 2.664555 0.538243 0.31 0.46 -0.32
H 0.539554 -0.949183 -5.009510 0.47 -0.22 0.46
H 0.562512 -2.238767 -3.801587 0.39 0.51 0.11
H 1.927778 -2.055393 -4.929326 -0.07 0.18 0.28
H 1.051357 0.090549 -2.960975 1.13 -0.46 0.36
H 3.278378 -0.119497 -5.014054 0.27 -0.18 -0.01
H 3.551413 0.994415 -3.632505 -0.52 -0.40 -0.23
H 2.112033 1.144620 -4.697853 0.38 -0.21 0.22
H 4.002287 -2.171338 -3.744806 0.15 0.18 -0.19
H 5.236378 -3.615092 -2.077588 -0.43 0.23 -0.25
H 4.405049 -3.839637 0.257526 -0.49 1.17 -1.02
H 3.097336 -3.223767 1.864555 -0.06 0.25 0.02
H 3.322520 -0.112058 2.345999 0.16 -1.40 -0.23
H 4.644066 -1.336395 2.032610 0.16 0.27 0.63
H 3.409722 -1.576627 3.426123 0.77 0.54 -0.56
H 0.917614 -1.034205 1.974941 0.23 -0.14 0.15
H 1.122963 -2.455146 3.037065 0.38 0.46 -0.10
H 0.632869 -2.675100 1.427122 -0.17 -0.20 -0.58
H -2.962344 3.754974 -3.903844 -0.01 -0.16 -0.04
H -5.097374 3.498065 -2.724974 -0.28 0.32 0.06
H -5.072567 2.905892 -0.319999 -0.76 -0.11 0.55
H -3.835651 2.570278 1.542215 -0.66 0.06 -0.01
H -1.444992 0.794591 1.767028 0.28 -0.65 0.30
H -2.436575 1.677897 3.053347 0.56 -0.50 -0.71
H -1.377578 2.560166 1.894969 -0.67 -1.00 0.16
H -3.466931 -0.364167 0.554351 -0.08 0.77 0.50
H -4.989519 0.526896 0.543693 0.66 0.07 0.32
H -4.205157 0.176340 2.121214 0.13 -0.03 -0.59
H 0.313245 2.421943 -2.715081 -0.28 -0.41 -0.54
H -0.645436 4.901814 -4.116821 -0.61 0.26 -0.39
H 0.973090 4.548361 -3.776575 0.58 -0.61 -0.07
H -0.106671 4.956166 -2.451689 0.11 -0.83 -0.78
H -1.571290 2.955172 -5.185107 0.70 -0.32 0.08
H -1.350886 1.325487 -4.521354 0.77 0.77 -0.40
H 0.058916 2.151659 -5.370057 -0.44 0.20 0.51
H -0.605323 4.525994 0.157480 -0.65 -0.22 -0.07
H 0.799421 6.074840 1.415383 -0.05 0.06 -0.17
H 3.151232 5.654316 1.921014 -0.27 -0.47 -0.12
H 5.220273 3.940066 1.704900 -0.38 -0.66 -0.34
H 6.056040 1.864801 0.610352 -1.17 -0.27 -0.11
H 4.448507 0.154118 -0.306630 -0.51 0.96 0.30
O -1.982434 -0.538119 -3.513163 -3.25 -0.26 1.18
N -3.013397 -0.616696 -2.780442 1.60 0.02 2.06
O -4.194922 -0.440897 -3.049080 2.04 -0.37 -0.38
O -2.767606 -0.902565 -1.391693 -0.74 0.51 -3.13
O -3.127418 -2.896124 5.007961 0.44 -0.10 0.92
C -2.173936 -2.157409 5.293575 -0.84 -0.15 -3.17
N -1.368945 -1.592268 4.314162 -0.48 -1.11 1.44
C -0.528438 -0.744265 4.945969 0.84 1.56 -1.57
O 0.271463 -0.004755 4.360247 -0.16 -0.46 1.03
C -0.825740 -0.685221 6.427027 -0.08 -0.31 0.18
C -0.354222 0.097083 7.463638 0.63 0.58 -0.01
C -0.898441 -0.025385 8.741159 -0.21 -0.20 -0.83
C -1.966505 -0.893449 8.904310 -0.52 -0.39 0.57
C -2.488340 -1.649840 7.852476 -0.10 -1.52 -0.30
C -1.857461 -1.599802 6.615675 0.14 1.23 1.57
H 0.427490 0.852157 7.345041 -0.13 -0.39 -0.42
H -0.480386 0.595837 9.523911 -0.25 -0.18 0.21
H -2.426344 -1.036865 9.875444 0.04 0.19 0.11
H -3.291047 -2.417565 8.001997 0.62 1.03 -0.01
C -1.351407 -4.758417 -4.574121 0.46 0.21 0.30
C -1.718976 -5.409610 -3.210075 0.21 -0.43 -1.63
C -1.731848 -4.477860 -2.079859 0.75 1.24 0.57
N -0.986489 -3.408468 -1.962596 -1.31 -2.43 -0.23
N -1.139235 -2.820764 -0.753574 -0.12 -0.74 0.42
C -1.981929 -3.465617 0.071782 1.03 0.21 0.13
N -2.042618 -3.250338 1.389497 -1.05 -0.68 -1.08
S -2.755672 -4.810456 -0.679559 0.58 0.21 -0.45
H -1.603549 -5.452419 -5.384919 0.10 0.15 0.12
H -0.267596 -4.543381 -4.612735 -0.48 -0.14 0.00
H -1.850116 -3.788857 -4.756415 0.02 -0.53 0.28
H -1.054059 -6.285738 -3.044069 -0.15 0.61 0.15
H -2.702325 -5.853211 -3.301761 -0.43 -0.08 -0.01
H -1.415808 -2.584773 1.739517 0.72 1.38 1.14
H -2.741669 -3.657516 1.997714 0.26 0.30 -0.11

12
Properties=species:S:1:pos:R:3:forces:R:3 method="wB97M-V/def2-TZVPD" e_lumo_ev=-3.26 charge=+1 gap_ev=10.94 relative_energy_kcal_mol=44.09 total_energy_ev=-5629.748
C -0.356869 -0.471364 -0.497556 0.91 1.04 1.12
N -1.268561 -0.944821 0.307104 -0.51 -2.85 -2.70
N -0.282760 -1.048909 -1.691112 -1.99 -1.38 2.27
N 1.241037 1.445177 1.022335 -0.19 -1.09 0.22
H 0.546615 0.515336 0.492807 0.48 0.47 -0.66
H -1.368877 -0.631373 1.196072 -0.32 0.94 2.99
H -1.696828 -1.860754 0.077412 -0.14 0.90 0.42
H -1.084254 -1.661797 -1.940647 1.02 0.57 -0.35
H 0.115472 -0.477427 -2.341727 1.31 1.07 -2.56
H 1.374453 2.005706 0.164810 0.60 -0.18 0.81
H 0.655484 1.987827 1.667438 0.29 -0.15 -0.21
H 2.125087 1.142398 1.543065 -1.46 0.69 -1.35